--- A ---
{"formula": "C2H14N2O3", "method": "the ωB97M-V functional and the def2-TZVPD basis", "elements": ["H", "C", "H", "H", "N", "O", "H", "O", "H", "O", "H", "H", "H", "C", "N", "H", "H", "H", "H", "H", "H"], "coordinates": [[-0.8819, 2.6081, 0.3130], [0.2372, 0.4026, 1.2082], [-3.3594, -1.5764, 0.6687], [1.3540, -0.8135, -1.7119], [0.0400, 2.0202, -1.4471], [1.6414, -1.6798, -1.3976], [-0.3157, -3.7210, 0.2616], [-2.4910, -1.1884, 0.8140], [0.1757, -0.2667, 0.3427], [-0.6210, -2.9823, -0.2791], [1.3582, 2.1132, 1.5502], [0.9736, 1.8135, -1.7831], [0.7995, -0.1131, 1.9830], [0.1362, 2.4749, -0.0650], [0.9350, 1.6103, 0.7877], [-0.7963, 0.5555, 1.4829], [-0.5391, 1.1893, -1.4930], [0.6258, 3.4414, -0.0663], [0.1714, -2.6103, -0.7133], [-1.8473, -1.7829, 0.3827], [2.4038, -1.4945, -0.8385]], "nbo_charge": [0.161, -0.427, 0.466, 0.485, -0.835, -0.952, 0.478, -0.983, 0.175, -0.983, 0.362, 0.347, 0.200, -0.056, -0.659, 0.197, 0.354, 0.178, 0.507, 0.499, 0.487], "lumo_ev": 0.541, "smiles": "CNCN.O.O.O", "orbital_gap_ev": 9.37}


--- B ---
{"formula": "C2H14N2O3", "method": "the ωB97M-V functional and the def2-TZVPD basis", "elements": ["H", "H", "O", "C", "O", "H", "H", "O", "H", "H", "H", "H", "H", "N", "H", "H", "H", "N", "H", "C", "H"], "coordinates": [[3.5698, -0.1953, -0.5413], [1.6797, 1.6193, 0.9557], [2.8935, -0.7454, -0.1452], [-1.4277, -1.0274, 0.8463], [-1.1533, 2.9162, 0.7434], [2.9455, -0.4593, 0.7684], [-2.0144, -0.6003, 1.6669], [2.4676, 1.4495, 1.5012], [2.3553, 1.5793, 2.4666], [0.3465, 0.3248, -1.8176], [-1.6818, -1.0712, -2.4743], [-1.5499, -2.1000, 1.0128], [-0.5296, 2.5552, 0.1263], [0.2340, -0.6735, -1.7381], [-1.9767, 2.5825, 0.4088], [-2.7718, -0.4013, -0.5426], [0.8472, -1.0358, -1.0195], [-1.7715, -0.4682, -0.4401], [-0.3829, -0.8229, 1.1058], [-1.1162, -1.1827, -1.5514], [-0.9634, -2.2434, -1.3319]], "nbo_charge": [0.470, 0.492, -0.957, -0.428, -0.933, 0.487, 0.203, -0.980, 0.493, 0.351, 0.181, 0.167, 0.460, -0.855, 0.472, 0.358, 0.382, -0.657, 0.188, -0.057, 0.164], "lumo_ev": 0.507, "smiles": "CNCN.O.O.O", "orbital_gap_ev": 9.39}


--- C ---
{"formula": "C2H14N2O3", "method": "the ωB97M-V functional and the def2-TZVPD basis", "elements": ["H", "N", "H", "C", "H", "H", "H", "C", "H", "H", "H", "H", "H", "H", "O", "H", "O", "H", "N", "O", "H"], "coordinates": [[-0.3227, -0.3228, 0.5011], [-2.4617, -1.6684, 0.4241], [2.2726, 3.2636, 0.1634], [-1.5932, -1.4623, -0.7479], [-3.3104, -2.1171, 0.1066], [1.0591, -0.7613, -1.4786], [3.3281, 1.5571, 6.6693], [-0.7067, -0.2390, -0.5323], [-2.1545, -1.3855, -1.6848], [-1.6988, 0.0940, -4.3585], [-0.9061, -2.3130, -0.8923], [1.2776, 2.3394, -0.4742], [-2.7252, -0.7587, 0.7796], [3.6153, 0.0316, 6.7623], [2.2232, 2.5137, -0.4417], [-1.3344, 0.6483, -0.5522], [3.9876, 0.8756, 6.4878], [-0.6857, -0.4981, -3.4771], [0.3256, -0.0686, -1.5612], [-0.9592, -0.5279, -4.4152], [0.7696, 0.7995, -1.2781]], "nbo_charge": [0.174, -0.827, 0.473, -0.224, 0.359, 0.366, 0.470, -0.230, 0.174, 0.455, 0.178, 0.452, 0.346, 0.471, -0.924, 0.174, -0.941, 0.484, -0.831, -0.950, 0.350], "lumo_ev": 0.461, "smiles": "NCCN.O.O.O", "orbital_gap_ev": 10.16}


So which one is most stable? That would be A, about 42.9 kJ/mol below the next structure.


--- A ---
{"formula": "C3H6N2S", "method": "the ωB97M-V functional and the def2-TZVPD basis", "elements": ["C", "H", "N", "H", "H", "C", "C", "H", "N", "H", "S", "H"], "coordinates": [[-0.1101, 0.9074, -0.6036], [-0.2856, 1.2726, -1.8345], [1.4455, -1.7262, -0.0550], [-0.4201, -2.4143, 0.3730], [-2.5446, 0.5410, 1.1159], [0.6874, 1.5244, 0.4514], [0.2017, -1.5351, 0.0296], [1.3689, 2.1779, -0.4226], [-0.5856, -0.3154, -0.1321], [1.8828, -1.0110, -0.5499], [-2.3865, -0.4890, -0.0460], [0.7463, 1.0680, 1.6739]], "nbo_charge": [-0.073, 0.237, -0.668, 0.181, 0.141, -0.475, 0.294, 0.243, -0.634, 0.338, 0.127, 0.289], "lumo_ev": 0.443, "smiles": "[H]/N=C\\N(S)C=C", "orbital_gap_ev": 9.42}


--- B ---
{"formula": "C3H6N2S", "method": "the ωB97M-V functional and the def2-TZVPD basis", "elements": ["H", "N", "C", "H", "C", "H", "S", "H", "N", "C", "H", "H"], "coordinates": [[-1.0975, 1.0914, -2.3264], [0.9575, -0.3519, -1.1770], [0.4646, -0.8182, 0.9303], [0.1065, -1.4770, 1.7059], [-0.4522, 0.3431, 0.4879], [-1.4000, 0.1455, 0.8733], [-0.8988, -1.7981, -1.0428], [1.1392, -0.6917, -2.2162], [0.7454, -1.5093, -0.3458], [-0.3841, -0.0585, -0.9963], [0.0664, 1.2402, 0.5668], [1.4987, -0.4840, 1.4563]], "nbo_charge": [0.069, -0.555, -0.253, 0.218, -0.516, 0.229, 0.275, 0.376, -0.323, 0.033, 0.234, 0.212], "lumo_ev": 0.023, "orbital_gap_ev": 9.14}


--- C ---
{"formula": "C3H6N2S", "method": "the ωB97M-V functional and the def2-TZVPD basis", "elements": ["H", "H", "N", "C", "C", "H", "N", "H", "S", "C", "H", "H"], "coordinates": [[-0.5468, -2.7120, -0.8944], [1.1335, 2.5304, -0.2627], [-0.9194, -1.6963, 0.2458], [-0.8655, 0.8813, 0.1149], [1.1930, 0.1700, 0.0377], [-0.4034, -0.3366, -1.4989], [0.6326, 1.3928, 0.2044], [-0.1433, -1.9322, 1.7550], [2.7143, -0.4648, 0.0523], [-0.2602, -0.4850, -0.3383], [-1.1178, 1.1860, 1.1750], [-1.4170, 1.4664, -0.5906]], "nbo_charge": [0.345, 0.422, -0.724, -0.224, 0.080, 0.226, -0.602, 0.323, -0.100, -0.165, 0.222, 0.197], "lumo_ev": -0.839, "orbital_gap_ev": 7.54}


So which one is most stable? That would be A, about 94.8 kJ/mol below the next structure.


--- A ---
{"formula": "C3H6N2S", "method": "the ωB97M-V functional and the def2-TZVPD basis", "elements": ["S", "C", "H", "H", "C", "H", "C", "N", "H", "H", "H", "N"], "coordinates": [[-2.4220, 0.3039, 0.0096], [2.1760, -0.2532, -0.1076], [1.5051, 1.5311, 0.9519], [3.1499, 1.5576, 0.3807], [2.1459, 1.2889, 0.1513], [-0.1488, 0.7976, -0.7515], [-0.7915, 0.1050, -0.1917], [1.2793, -1.1754, -0.0982], [3.1732, -0.7002, -0.3909], [1.7946, 1.8830, -0.7598], [-0.5110, -1.8167, 0.5228], [-0.0498, -0.9618, 0.2097]], "nbo_charge": [-0.127, 0.094, 0.232, 0.230, -0.694, 0.187, -0.088, -0.250, 0.196, 0.234, 0.410, -0.424], "lumo_ev": 0.229, "smiles": "C/C=N\\NC=S", "orbital_gap_ev": 8.86}


--- B ---
{"formula": "C3H6N2S", "method": "the ωB97M-V functional and the def2-TZVPD basis", "elements": ["C", "H", "N", "N", "H", "H", "C", "C", "H", "H", "H", "S"], "coordinates": [[-1.3037, -0.1829, -0.0291], [1.4561, 0.7070, -1.2511], [-2.6278, -0.2233, 0.0928], [-0.3665, 0.8508, -0.0655], [1.5382, 1.1150, 0.4630], [-0.6055, 1.8017, -0.1874], [1.0414, -0.9594, 0.2886], [1.0820, 0.4380, -0.2322], [1.6874, -1.7898, -0.2310], [1.3638, -0.9787, 1.3166], [-2.6970, 0.9033, 0.0445], [-0.5683, -1.6818, -0.2092]], "nbo_charge": [0.206, 0.204, -0.668, -0.633, 0.207, 0.397, -0.555, -0.229, 0.236, 0.225, 0.295, 0.315], "lumo_ev": 0.733, "smiles": "[H]/N=C1\\NCCS1", "orbital_gap_ev": 9.50}


So which one is most stable? That would be B, about 32.6 kJ/mol below the next structure.


--- A ---
{"formula": "C3H6N2S", "method": "the ωB97M-V functional and the def2-TZVPD basis", "elements": ["C", "N", "H", "H", "H", "C", "H", "H", "H", "S", "N", "C"], "coordinates": [[-0.5848, 1.1127, -0.3803], [0.9781, -1.4496, -0.6659], [1.4914, -0.5186, -0.8420], [-1.2250, 2.0272, -0.5543], [0.2420, 1.2327, -0.9687], [-0.2122, -0.1009, 1.8672], [-0.6209, -0.9891, 2.1369], [1.4464, -2.2893, -1.1373], [0.2739, 1.9292, 1.3253], [-1.4048, -0.3622, -1.0979], [-0.3476, -1.5377, -0.7598], [-0.0366, 0.9456, 1.0767]], "nbo_charge": [-0.604, -0.611, 0.348, 0.244, 0.198, -0.048, 0.192, 0.379, 0.219, 0.498, -0.468, -0.348], "lumo_ev": [0.136, 0.449], "orbital_gap_ev": [7.22, 8.92]}


--- B ---
{"formula": "C3H6N2S", "method": "the ωB97M-V functional and the def2-TZVPD basis", "elements": ["H", "C", "H", "H", "H", "C", "N", "S", "H", "H", "N", "C"], "coordinates": [[2.1786, -0.0815, 1.1877], [1.4153, -0.8632, 1.1007], [-0.3808, -1.5863, 0.2515], [1.5826, -1.7774, 1.6475], [0.9712, 2.3350, 0.2140], [-1.3081, 0.4964, -1.0056], [-0.0055, 0.3410, -0.4937], [1.1443, 1.5469, -0.8653], [-2.1974, -0.8249, 0.0890], [-1.3842, 1.2957, -1.7673], [-2.3588, -0.1304, -0.6812], [0.3427, -0.7514, 0.3227]], "nbo_charge": [0.212, -0.457, 0.204, 0.214, 0.101, 0.282, -0.599, 0.209, 0.332, 0.184, -0.660, -0.022], "lumo_ev": 0.608, "smiles": "[H]/N=C\\N(S)C=C", "orbital_gap_ev": 9.56}


So which one is most stable? That would be B, about 450.2 kJ/mol below the next structure.


--- A ---
{"formula": "C3H6N2S", "method": "the ωB97M-V functional and the def2-TZVPD basis", "elements": ["H", "N", "C", "H", "C", "H", "H", "S", "H", "C", "H", "N"], "coordinates": [[1.7022, -1.2130, -0.1837], [-0.0281, 0.8571, -0.0847], [1.2371, 0.8856, -0.0323], [-0.2035, -1.1152, -0.0184], [-2.1288, -0.2337, 0.0961], [-2.4802, 0.6587, -0.4286], [-2.6543, -1.0563, -0.2902], [3.7955, -0.0933, 0.0237], [1.7154, 1.8758, 0.0420], [2.1887, -0.2350, -0.0938], [-2.4370, -0.0687, 1.1550], [-0.7068, -0.2620, -0.1852]], "nbo_charge": [0.173, -0.154, -0.098, 0.349, -0.414, 0.216, 0.207, 0.066, 0.198, -0.335, 0.187, -0.394], "lumo_ev": -0.816, "smiles": "CN/N=C\\C=S", "orbital_gap_ev": 7.92}


--- B ---
{"formula": "C3H6N2S", "method": "the ωB97M-V functional and the def2-TZVPD basis", "elements": ["H", "N", "H", "S", "H", "N", "H", "C", "H", "H", "C", "C"], "coordinates": [[-1.0195, 0.1900, -2.1715], [-1.8899, 4.8089, -1.2618], [-0.4506, -0.1785, 1.9106], [-0.8876, 1.9988, 0.0425], [0.3109, -1.4286, 0.9046], [-2.9566, 4.7518, -1.0066], [1.1642, 0.0837, 1.2655], [0.1911, -0.3579, 1.0490], [0.2706, 2.5058, -0.3752], [-0.3082, -1.3502, -1.4764], [-0.3968, 0.2732, -0.1672], [-0.5851, -0.3214, -1.3292]], "nbo_charge": [0.210, -0.004, 0.226, -0.052, 0.214, 0.007, 0.223, -0.651, 0.131, 0.197, -0.117, -0.384], "lumo_ev": 0.970, "smiles": "C=C(C)S.N#N", "orbital_gap_ev": 10.26}


So which one is most stable? That would be B, about 226.7 kJ/mol below the next structure.


--- A ---
{"formula": "C9H9NO", "method": "the ωB97M-V functional and the def2-TZVPD basis", "elements": ["C", "C", "H", "H", "C", "C", "H", "H", "O", "C", "H", "C", "C", "N", "C", "H", "H", "H", "H", "C"], "coordinates": [[-0.4087, -0.3206, 0.0069], [-4.1820, 0.4765, -0.6405], [-2.5834, 1.3039, 0.6015], [4.0606, 1.2894, 0.2898], [1.4727, 1.2126, 0.0725], [0.5237, -1.3837, -0.0238], [0.1561, -2.3984, -0.0689], [-0.5429, 1.8379, 0.0468], [-4.1245, -0.1228, 0.5858], [2.3811, 0.1440, 0.0771], [2.5632, -1.9938, 0.0333], [0.1220, 0.9900, 0.0533], [-2.8595, 0.3645, 0.1310], [3.7288, 0.3668, 0.0713], [-1.7781, -0.6099, -0.0105], [1.8559, 2.2236, 0.0906], [4.3388, -0.4034, 0.2848], [-4.5123, -0.1814, -1.4469], [-2.0851, -1.6330, -0.1783], [1.8735, -1.1622, 0.0241]], "nbo_charge": [-0.133, 0.085, 0.186, 0.388, -0.271, -0.146, 0.211, 0.209, -0.450, 0.193, 0.207, -0.157, -0.034, -0.789, -0.174, 0.207, 0.388, 0.151, 0.202, -0.273], "lumo_ev": [-0.280, 0.194], "orbital_gap_ev": [7.76, 6.79]}


--- B ---
{"formula": "C9H9NO", "method": "the ωB97M-V functional and the def2-TZVPD basis", "elements": ["C", "O", "H", "C", "C", "C", "N", "C", "C", "H", "H", "C", "H", "H", "H", "H", "C", "C", "H", "H"], "coordinates": [[0.0587, 0.9919, -0.9376], [0.2662, -1.8029, 1.5428], [-2.0621, -0.6193, 1.5936], [1.1686, -0.0134, -1.2814], [1.1464, -0.8196, 1.0911], [-1.3324, 0.6623, -1.3070], [-0.7781, -1.7935, 0.5175], [1.6178, -0.7737, -0.3110], [-1.6933, -0.9078, 0.6190], [0.3475, 1.9918, -1.4352], [2.3610, -1.4529, -0.6569], [0.8343, 0.5671, 1.3738], [0.0746, 2.4026, 0.6599], [-3.1087, -0.5154, -0.9746], [-1.5965, 1.2056, -2.1624], [1.1160, 1.0606, 2.3483], [0.2241, 1.3654, 0.5447], [-2.1137, -0.2172, -0.6169], [1.5389, -0.1308, -2.3246], [1.9306, -1.2010, 1.7169]], "nbo_charge": [-0.360, -0.377, 0.186, -0.136, -0.021, -0.117, -0.157, -0.202, 0.047, 0.217, 0.210, -0.202, 0.207, 0.220, 0.213, 0.216, -0.143, -0.237, 0.217, 0.219], "lumo_ev": 0.566, "smiles": "C1=C\\[C@H]2C=C[C@H](C=C2)O/N=C/1", "orbital_gap_ev": 9.59}


So which one is most stable? That would be A, about 171.4 kJ/mol below the next structure.